Record 1
Formula: C36H57BBeF4N3O7
Source: the OMol25 dataset
Level of theory: ωB97M-V with the def2-TZVPD basis set

Last column: Löwdin charge in e.
CARTESIAN COORDINATES (ANGSTROEM)
Be: 0.4832 -2.1671 1.6690  0.98
B: -0.0357 0.0484 0.2559  -1.37
F: -1.1979 -0.5550 0.7564  0.11
F: 0.7376 0.4736 1.3491  0.11
F: 0.7464 -0.9471 -0.3590  0.13
F: -0.3221 1.0524 -0.6474  0.16
N: -1.7325 -2.9238 2.0328  0.04
C: -1.9141 -4.2448 2.0574  -0.14
C: -3.1606 -4.8359 2.1114  -0.05
C: -4.2684 -4.0209 2.2350  -0.04
C: -4.0814 -2.6495 2.2576  -0.03
C: -2.8021 -2.1362 2.1501  -0.11
H: -1.0169 -4.8488 2.0601  0.12
H: -3.2668 -5.9075 2.0142  0.12
H: -5.2637 -4.4365 2.3177  0.12
H: -4.9244 -1.9920 2.4163  0.12
H: -2.6500 -1.0690 2.1782  0.10
N: -0.0539 -1.0639 3.7163  0.06
C: -0.1956 0.2512 3.9333  -0.11
C: -0.4429 0.7678 5.1909  -0.04
C: -0.6815 -0.0793 6.2613  -0.03
C: -0.6098 -1.4362 6.0234  -0.05
C: -0.2658 -1.8765 4.7582  -0.13
H: -0.0604 0.9511 3.1280  0.09
H: -0.5002 1.8420 5.3058  0.12
H: -1.0169 0.3141 7.2112  0.12
H: -0.8726 -2.1942 6.7482  0.11
H: -0.1289 -2.9294 4.5461  0.11
N: 3.8843 1.9170 -1.5230  0.07
C: 4.8735 2.7550 -1.2137  -0.15
C: 4.7311 3.7468 -0.2580  -0.07
C: 3.5559 3.8233 0.4688  -0.08
C: 2.5486 2.9112 0.2071  -0.07
C: 2.7643 1.9757 -0.8014  -0.17
H: 5.8265 2.5881 -1.7015  0.11
H: 5.5487 4.3949 0.0314  0.11
H: 3.4394 4.5704 1.2442  0.11
H: 1.6107 2.8608 0.7457  0.10
H: 2.0142 1.2274 -1.0152  0.07
C: 2.8897 -3.0431 -2.0554  0.01
C: 2.8325 -3.5401 -0.6538  -0.44
O: 2.2495 -2.8721 0.1900  0.01
C: 3.6594 -4.6985 -0.1824  0.00
H: 3.9116 -3.1805 -2.4304  0.10
H: 2.7937 -1.9613 -2.1238  0.08
H: 2.2125 -3.5987 -2.6989  0.08
H: 4.6794 -4.4009 0.0652  0.10
H: 3.6911 -5.5155 -0.9072  0.09
H: 3.2685 -5.1561 0.7263  0.09
C: -2.4656 -4.3093 -1.4588  0.01
C: -1.1642 -3.5715 -1.4086  -0.43
O: -0.5120 -3.4780 -0.3832  0.01
C: -0.6801 -2.8854 -2.6574  0.00
H: -3.2598 -3.6041 -1.2002  0.08
H: -2.4619 -5.1082 -0.7196  0.08
H: -2.6079 -4.7032 -2.4629  0.09
H: -0.4236 -1.8603 -2.3884  0.07
H: -1.4730 -2.7742 -3.4006  0.09
H: 0.1399 -3.4105 -3.1387  0.08
C: -2.6750 2.2729 2.6689  -0.01
C: -1.6520 3.2602 2.1295  -0.49
O: -0.6691 3.5213 2.7851  0.06
C: -1.8758 3.7469 0.7345  -0.01
H: -2.7862 1.4099 2.0147  0.06
H: -3.6253 2.8182 2.7019  0.09
H: -2.4684 2.0219 3.7047  0.07
H: -2.8607 4.2177 0.6827  0.10
H: -1.8546 2.8618 0.0958  0.07
H: -1.1467 4.4559 0.3519  0.09
C: -1.0054 0.6513 -3.9168  -0.02
C: 0.2456 0.6379 -4.7489  -0.50
O: 0.2324 1.0003 -5.8926  0.09
C: 1.5077 0.2204 -4.0468  -0.01
H: -1.2964 -0.3235 -3.5127  0.05
H: -1.8430 0.8921 -4.5739  0.09
H: -0.9792 1.2868 -3.0323  0.06
H: 1.6447 0.6252 -3.0465  0.05
H: 2.3683 0.5467 -4.6336  0.09
H: 1.5801 -0.8703 -4.0012  0.07
C: 0.6622 4.0041 -2.5676  -0.01
C: 0.0900 5.2212 -3.2512  -0.49
O: -0.7563 5.8883 -2.7032  0.07
C: 0.7085 5.6205 -4.5614  -0.02
H: 1.5461 4.2265 -1.9685  0.08
H: 0.9593 3.2541 -3.3047  0.08
H: -0.0771 3.5850 -1.8873  0.07
H: 0.4231 4.9107 -5.3426  0.09
H: 1.7935 5.6854 -4.4889  0.09
H: 0.3012 6.5777 -4.8842  0.08
C: 4.5131 -0.4416 1.1258  0.00
C: 3.6539 -0.2229 2.3530  -0.46
O: 2.7870 -1.0266 2.6277  0.02
C: 3.8535 1.0177 3.1721  0.01
H: 5.0959 0.4624 0.9367  0.08
H: 3.8978 -0.5201 0.2281  0.07
H: 5.1512 -1.3116 1.2608  0.09
H: 2.9633 1.1663 3.7799  0.08
H: 4.0196 1.8176 2.4512  0.07
H: 4.6918 0.8977 3.8603  0.10
C: -3.3094 0.4146 -1.2491  -0.01
C: -4.5220 -0.4569 -1.4900  -0.47
O: -4.3561 -1.6343 -1.7251  0.05
C: -5.8982 0.1740 -1.4608  0.00
H: -3.3777 1.3950 -1.7235  0.09
H: -2.3796 -0.0517 -1.5490  0.05
H: -3.2638 0.5814 -0.1688  0.07
H: -6.4203 -0.0787 -0.5429  0.09
H: -6.3691 -0.1497 -2.3892  0.09
H: -5.8014 1.2540 -1.5751  0.08

Calculated values
Total charge = +1
Energy above the lowest of the compared OMol25 structures with the same formula, charge and spin = 0.000 eV

Record 2
Formula: C36H57BBrF12O12P
Source: the OMol25 dataset
Level of theory: ωB97M-V with the def2-TZVPD basis set

Last column: Löwdin charge in e.
CARTESIAN COORDINATES (ANGSTROEM)
C: 6.6989 -3.6314 0.7975  -0.01
C: 6.3046 -2.5602 0.1070  -0.21
C: 5.3941 -1.5109 0.6727  -0.15
C: 3.9906 -1.4889 0.0876  -0.53
P: 3.0240 -3.1316 0.3054  0.70
O: 3.5750 -3.5864 1.7818  -0.33
Br: 3.8901 -4.6236 -1.1137  0.38
O: 3.1467 -0.6373 0.8953  0.00
C: 1.9549 -0.5187 0.1873  -0.47
O: 0.9277 -0.3847 0.7710  0.15
C: 2.2487 -0.5849 -1.3188  -0.21
C: 2.0171 0.8948 -1.7744  -0.10
C: 0.5531 1.3462 -1.7625  -0.19
C: 0.3851 2.8260 -1.3689  -0.18
C: -1.0115 3.1572 -0.8296  -0.19
C: -2.1642 2.4337 -1.5546  -0.20
C: -2.8016 1.3074 -0.7245  -0.20
C: -3.4328 0.2079 -1.5833  -0.21
C: -4.5505 -0.5384 -0.8591  -0.20
C: -5.4712 -1.3325 -1.8045  -0.21
C: -6.0290 -2.6367 -1.1962  -0.24
C: -7.4906 -2.5404 -0.7033  -0.11
B: 1.2466 -1.5223 -2.1429  -0.50
C: 1.5965 -2.1507 -3.5387  0.02
O: -0.0108 -1.7658 -1.6165  0.13
C: 3.7833 -0.8704 -1.2881  -0.26
C: 4.5126 -1.4065 -2.5125  -0.05
H: 6.7607 -3.6356 1.8807  0.07
H: 7.0028 -4.5460 0.3013  0.05
H: 6.6834 -2.4540 -0.9030  0.09
H: 5.8462 -0.5204 0.5521  0.11
H: 5.2999 -1.7228 1.7389  0.11
H: 3.0999 -3.0299 2.4161  0.06
H: 2.3837 0.9463 -2.8051  0.13
H: 2.6459 1.5621 -1.1814  0.13
H: -0.0542 0.7542 -1.0827  0.09
H: 0.1707 1.2452 -2.7823  0.11
H: 1.1043 3.0101 -0.5642  0.11
H: 0.6725 3.4777 -2.1959  0.11
H: -1.0758 2.9001 0.2297  0.11
H: -1.1534 4.2374 -0.8964  0.10
H: -2.9503 3.1721 -1.7372  0.11
H: -1.8567 2.0836 -2.5420  0.09
H: -2.0563 0.8697 -0.0555  0.11
H: -3.5641 1.7475 -0.0764  0.11
H: -3.7553 0.5993 -2.5510  0.11
H: -2.6360 -0.5164 -1.7852  0.10
H: -4.1303 -1.2146 -0.1131  0.11
H: -5.1655 0.1992 -0.3370  0.11
H: -6.3304 -0.6955 -2.0274  0.10
H: -4.9788 -1.5455 -2.7549  0.10
H: -5.9579 -3.4454 -1.9233  0.10
H: -5.3957 -2.9247 -0.3557  0.09
H: -8.0867 -3.3315 -1.1577  0.06
H: -7.9555 -1.5882 -0.9485  0.06
H: -7.5386 -2.7193 0.3710  0.07
H: 2.1690 -1.4866 -4.1877  0.07
H: 0.6819 -2.4489 -4.0516  0.07
H: 2.1777 -3.0605 -3.3623  0.05
H: -0.6783 -1.2170 -2.0442  0.08
H: 4.1998 0.1404 -1.1670  0.15
H: 4.1871 -2.3891 -2.8330  0.02
H: 5.5829 -1.3848 -2.3306  0.07
H: 4.3319 -0.7163 -3.3397  0.09
C: 9.0015 0.7806 4.3301  -0.05
C: 8.5335 1.9801 3.5411  -0.19
O: 9.2621 2.1342 2.3012  0.05
C: 8.8636 1.3432 1.3219  -0.40
O: 7.9911 0.5274 1.3737  0.16
C: 9.6649 1.6445 0.0396  -0.55
F: 10.9724 1.7348 0.2934  0.17
F: 9.2582 2.8075 -0.4858  0.17
F: 9.4753 0.6880 -0.8624  0.17
H: 10.0742 0.8388 4.5193  0.09
H: 8.4749 0.7384 5.2816  0.07
H: 8.8103 -0.1460 3.7901  0.08
H: 8.7113 2.8991 4.0942  0.12
H: 7.4676 1.9235 3.3226  0.12
C: 2.9357 -0.0006 6.6943  -0.06
C: 3.2544 0.7715 5.4337  -0.18
O: 4.0416 1.9500 5.7205  0.04
C: 5.3327 1.7572 5.9088  -0.40
O: 5.9251 0.7188 5.8745  0.16
C: 6.0275 3.1141 6.1460  -0.55
F: 5.3585 3.8592 7.0257  0.18
F: 6.1038 3.7919 4.9922  0.16
F: 7.2636 2.9287 6.6017  0.17
H: 2.4407 0.6442 7.4207  0.08
H: 2.2784 -0.8373 6.4616  0.08
H: 3.8413 -0.3914 7.1565  0.08
H: 2.3457 1.1460 4.9692  0.13
H: 3.7755 0.1563 4.7012  0.12
C: -12.1802 -1.1080 4.4749  -0.06
C: -11.3835 -2.2360 3.8582  -0.19
O: -11.5364 -2.2683 2.4238  0.03
C: -10.8058 -1.4008 1.7427  -0.40
O: -10.0360 -0.6010 2.1827  0.17
C: -11.0544 -1.5916 0.2332  -0.55
F: -12.3601 -1.6852 -0.0384  0.17
F: -10.4578 -2.7131 -0.1854  0.16
F: -10.5604 -0.5687 -0.4556  0.17
H: -13.2288 -1.1805 4.1853  0.08
H: -12.1114 -1.1529 5.5611  0.08
H: -11.8085 -0.1387 4.1454  0.08
H: -11.7502 -3.2000 4.2028  0.12
H: -10.3261 -2.1687 4.1108  0.13
C: -4.0402 3.3011 -7.1788  -0.06
C: -3.9953 2.7165 -5.7848  -0.19
O: -3.2498 1.4803 -5.7538  0.03
C: -1.9336 1.5958 -5.7304  -0.41
O: -1.2924 2.6036 -5.7300  0.17
C: -1.2979 0.1942 -5.6425  -0.55
F: -1.8471 -0.6564 -6.5103  0.18
F: -1.4819 -0.2888 -4.4048  0.16
F: 0.0074 0.2509 -5.8798  0.18
H: -4.4422 2.5730 -7.8837  0.08
H: -4.6721 4.1882 -7.1906  0.08
H: -3.0445 3.5820 -7.5196  0.08
H: -4.9938 2.4517 -5.4450  0.13
H: -3.5702 3.4159 -5.0657  0.12

Calculated values
Total charge = 0
Calculated total energy = -175447.0897 eV

Record 3
Formula: C36H57CdI2N6O3P
Source: the OMol25 dataset
Level of theory: ωB97M-V with the def2-TZVPD basis set

Last column: Löwdin charge in e.
CARTESIAN COORDINATES (ANGSTROEM)
Cd: -0.9737 0.3157 0.9106  1.30
O: 0.6658 -1.4446 1.8774  -0.10
C: 0.7346 -1.1947 3.2967  -0.33
C: -0.4959 -0.3433 3.7349  -0.65
O: -0.4259 0.2923 4.7779  0.05
O: -1.5024 -0.3991 2.9446  -0.16
C: 0.7421 -2.5256 4.0397  -0.16
C: 1.3345 -3.6317 3.4363  -0.03
C: 1.3775 -4.8541 4.0906  -0.08
C: 0.8381 -4.9835 5.3612  -0.09
C: 0.2556 -3.8820 5.9711  -0.07
C: 0.2063 -2.6591 5.3174  -0.01
C: 2.0193 -0.4017 3.4808  -0.13
C: 2.1625 0.8043 2.7961  -0.03
C: 3.3224 1.5494 2.8990  -0.08
C: 4.3639 1.1028 3.7063  -0.09
C: 4.2242 -0.0849 4.4014  -0.07
C: 3.0577 -0.8351 4.2874  -0.01
H: -0.0528 -2.0753 1.7202  0.10
H: 1.7685 -3.5299 2.4499  0.11
H: 1.8384 -5.7053 3.6059  0.10
H: 0.8706 -5.9366 5.8724  0.10
H: -0.1680 -3.9721 6.9628  0.10
H: -0.2403 -1.8019 5.8010  0.11
H: 1.3505 1.1864 2.1860  0.08
H: 3.4118 2.4836 2.3599  0.10
H: 5.2722 1.6839 3.7962  0.10
H: 5.0247 -0.4359 5.0396  0.10
H: 2.9606 -1.7606 4.8384  0.12
I: -5.2880 3.0821 0.6600  0.69
C: -5.0236 2.0669 -1.1924  -1.20
I: -3.3732 0.7411 -1.1869  0.87
H: -4.8709 2.8341 -1.9416  -0.05
H: -5.9408 1.5247 -1.3877  -0.05
N: -1.0471 -0.7187 -0.8847  -0.52
P: -0.3145 -1.1172 -2.1720  0.46
N: 1.2037 -1.7941 -1.9152  -0.19
C: 1.8781 -2.7189 -2.8377  -0.23
C: 3.2734 -2.2249 -3.1928  -0.18
C: 4.1612 -2.1929 -1.9399  -0.19
C: 3.3187 -1.9030 -0.6891  -0.18
C: 2.1161 -1.0452 -1.0421  -0.23
N: -0.1909 0.1394 -3.2808  -0.21
C: -0.0377 1.5075 -2.7890  -0.27
C: -0.2984 2.4877 -3.9211  -0.18
C: 0.7743 2.3535 -5.0151  -0.19
C: 1.3924 0.9511 -4.9973  -0.19
C: 0.3473 -0.0933 -4.6306  -0.20
N: -1.0435 -2.3034 -3.0965  -0.22
C: -1.2145 -3.6061 -2.4249  -0.20
C: -1.9159 -4.5999 -3.3655  -0.18
C: -1.7083 -4.1990 -4.8207  -0.20
C: -2.3750 -2.8420 -5.0694  -0.17
C: -2.2731 -1.9610 -3.8194  -0.23
H: 1.2628 -2.8586 -3.7241  0.09
H: 1.9681 -3.7088 -2.3676  0.11
H: 3.1897 -1.2250 -3.6272  0.10
H: 3.7100 -2.8654 -3.9621  0.11
H: 4.9355 -1.4311 -2.0543  0.11
H: 4.6791 -3.1476 -1.8262  0.11
H: 3.9144 -1.4038 0.0773  0.11
H: 2.9522 -2.8324 -0.2456  0.11
H: 2.4683 -0.1241 -1.5349  0.11
H: 1.5839 -0.7559 -0.1422  0.06
H: 0.9669 1.6819 -2.3739  0.11
H: -0.7497 1.6513 -1.9786  0.00
H: -0.3249 3.5077 -3.5313  0.11
H: -1.2917 2.2742 -4.3239  0.11
H: 1.5559 3.1025 -4.8715  0.11
H: 0.3338 2.5502 -5.9949  0.11
H: 2.2102 0.9037 -4.2732  0.10
H: 1.8235 0.7085 -5.9709  0.11
H: 0.7702 -1.0945 -4.6880  0.09
H: -0.4635 -0.0594 -5.3725  0.12
H: -1.7881 -3.4718 -1.4997  0.11
H: -0.2311 -3.9829 -2.1466  0.09
H: -2.9879 -4.6262 -3.1524  0.11
H: -1.5361 -5.6046 -3.1733  0.11
H: -2.1071 -4.9547 -5.4989  0.11
H: -0.6364 -4.1287 -5.0222  0.10
H: -3.4301 -2.9835 -5.3181  0.11
H: -1.9099 -2.3428 -5.9223  0.10
H: -3.1381 -2.1114 -3.1607  0.10
H: -2.2665 -0.9044 -4.0771  0.09
C: -1.0949 3.7632 4.8849  -0.06
C: -2.2638 3.8598 3.9137  -0.20
N: -1.8773 4.3661 2.5964  -0.08
C: -1.9687 5.8131 2.4078  -0.21
C: -3.3681 6.2968 2.0644  -0.09
C: -1.4002 3.5373 1.6530  -0.45
C: -1.1251 4.0747 0.2789  -0.01
N: -1.1398 2.2870 1.8811  0.03
H: -1.4535 3.5111 5.8823  0.08
H: -0.5672 4.7162 4.9469  0.07
H: -0.3870 2.9865 4.5961  0.06
H: -3.0264 4.5392 4.2984  0.12
H: -2.7559 2.8928 3.7864  0.12
H: -1.2562 6.1186 1.6437  0.11
H: -1.6252 6.2760 3.3363  0.12
H: -3.6965 5.9111 1.1008  0.03
H: -3.3907 7.3866 2.0300  0.08
H: -4.0936 5.9719 2.8103  0.07
H: -0.2034 4.6587 0.2737  0.09
H: -1.9358 4.7065 -0.0806  0.08
H: -1.0050 3.2317 -0.3972  0.04
H: -1.3218 2.0029 2.8404  0.02

Calculated values
Total charge = 0
Calculated total energy = -83397.4243 eV

Record 4
Formula: C36H57GeN8OTi
Source: the OMol25 dataset
Level of theory: ωB97M-V with the def2-TZVPD basis set

Last column: Löwdin charge in e.
CARTESIAN COORDINATES (ANGSTROEM)
Ti: 0.6000 0.2132 -0.1311  1.07
C: 4.2762 1.3126 -1.8209  -0.02
C: 4.2303 -0.1867 -1.6928  -0.22
C: 5.4099 -0.9085 -1.5620  -0.02
C: 5.3971 -2.2914 -1.4791  -0.04
C: 4.1948 -2.9737 -1.5405  -0.03
C: 2.9897 -2.2896 -1.6602  -0.20
C: 1.7012 -3.0552 -1.7930  -0.02
C: 3.0212 -0.8954 -1.7175  -0.22
N: 1.7964 -0.1391 -1.7752  -0.01
C: 1.4725 0.4805 -2.9046  -0.27
C: 2.1280 0.2225 -4.2222  0.01
C: 0.4656 1.4891 -2.7629  -0.26
C: 0.0251 2.2885 -3.9486  0.02
N: 0.0278 1.6927 -1.5204  0.02
C: -0.8100 2.8479 -1.3073  -0.25
C: -0.1760 4.0690 -1.0571  -0.22
C: 1.3213 4.1822 -1.1088  -0.03
C: -0.9675 5.1871 -0.8157  -0.02
C: -2.3500 5.1009 -0.8525  -0.05
C: -2.9596 3.8900 -1.1396  -0.04
C: -2.2039 2.7449 -1.3711  -0.23
C: -2.8733 1.4461 -1.7188  -0.01
H: 4.2342 1.6187 -2.8689  0.09
H: 5.2074 1.7005 -1.4119  0.09
H: 3.4479 1.7952 -1.3005  0.05
H: 6.3511 -0.3739 -1.5320  0.12
H: 6.3255 -2.8375 -1.3822  0.12
H: 4.1855 -4.0562 -1.5107  0.12
H: 1.9040 -4.1154 -1.9325  0.09
H: 1.1172 -2.7082 -2.6474  0.09
H: 1.0643 -2.9575 -0.9116  0.04
H: 2.8407 -0.5955 -4.1573  0.10
H: 2.6511 1.1115 -4.5811  0.10
H: 1.3785 -0.0255 -4.9762  0.10
H: -0.2937 1.6284 -4.7573  0.10
H: 0.8565 2.8806 -4.3395  0.11
H: -0.7890 2.9649 -3.7056  0.09
H: 1.8010 3.3208 -0.6456  0.04
H: 1.6620 5.0841 -0.6030  0.10
H: 1.6700 4.2324 -2.1441  0.10
H: -0.4891 6.1380 -0.6165  0.12
H: -2.9517 5.9826 -0.6765  0.12
H: -4.0397 3.8265 -1.1969  0.12
H: -3.9571 1.5507 -1.6975  0.09
H: -2.5960 0.6556 -1.0221  0.04
H: -2.5894 1.1208 -2.7252  0.09
O: -0.8610 -1.1418 -1.2449  -0.18
C: -1.5790 -2.4010 -1.1223  -0.20
C: -3.0549 -2.1584 -0.8819  -0.16
C: -3.2753 -1.5004 0.4783  -0.14
C: -4.5761 -0.7582 0.6452  -0.29
C: -5.7459 -1.1494 0.0084  -0.01
C: -6.9041 -0.4140 0.2092  -0.04
C: -6.8568 0.6913 1.0417  -0.05
C: -5.6465 1.0046 1.6380  -0.14
N: -4.5246 0.3094 1.4514  0.11
H: -0.9461 -0.8336 -2.1554  0.10
H: -1.1292 -2.9222 -0.2790  0.11
H: -1.3988 -2.9864 -2.0235  0.13
H: -3.5777 -3.1143 -0.9545  0.13
H: -3.4450 -1.5246 -1.6840  0.12
H: -2.4822 -0.7729 0.6485  0.07
H: -3.1870 -2.2591 1.2645  0.13
H: -5.7576 -2.0200 -0.6338  0.12
H: -7.8275 -0.7021 -0.2753  0.12
H: -7.7330 1.2953 1.2294  0.11
H: -5.5753 1.8630 2.2995  0.11
C: -2.7659 1.3291 4.1577  -0.02
N: -2.0842 1.7323 2.9289  -0.11
C: -2.5503 2.9422 2.2534  -0.01
C: -1.2984 0.8871 2.2617  -0.39
N: -0.8380 1.1105 1.0557  0.09
N: -0.9676 -0.2751 2.9353  0.20
C: -0.2498 -1.3511 2.4721  -0.45
N: -0.1512 -2.3670 3.3497  0.21
N: 0.2754 -1.3724 1.2884  0.06
H: -3.3982 2.1480 4.4829  0.10
H: -2.0553 1.1400 4.9661  0.10
H: -3.4065 0.4621 3.9816  0.09
H: -3.0057 3.5942 2.9922  0.11
H: -3.2831 2.6896 1.4851  0.08
H: -1.7168 3.4873 1.8101  0.08
H: -1.2142 1.9724 0.6725  0.05
H: -1.3550 -0.3705 3.8586  0.13
H: -0.5310 -2.3179 4.2790  0.13
H: 0.4076 -3.1735 3.1309  0.13
H: 0.8132 -2.2205 1.1348  0.10
C: 4.1044 3.3759 1.2233  -0.21
Ge: 2.6445 2.3709 2.0394  0.76
C: 1.0839 3.5116 2.3574  -0.20
C: 3.2512 1.7236 3.7817  -0.21
C: 2.2382 0.7082 1.0210  -0.34
H: 4.3435 4.2200 1.8718  0.03
H: 3.8808 3.7646 0.2316  0.00
H: 4.9908 2.7444 1.1555  0.03
H: 1.4154 4.4199 2.8634  0.04
H: 0.3723 3.0098 3.0161  0.01
H: 0.5749 3.8033 1.4394  -0.01
H: 3.5546 2.5544 4.4195  0.03
H: 4.1051 1.0554 3.6659  0.03
H: 2.4554 1.1782 4.2932  0.01
H: 2.2468 -0.0264 1.8331  0.00
H: 3.1346 0.4962 0.4315  -0.01

Calculated values
⟨S²⟩ = 0.76
Total charge = +2
Spin multiplicity = 2
Energy above the lowest of the compared OMol25 structures with the same formula, charge and spin = 0.430 eV

Q: Look up the total charge of the second one.
A: 0